A 5-piece molecular cluster, C2H14NO4 overall in a non-equilibrium geometry. Source: the Open Molecules 2025 dataset; level of theory: ωB97M-V with the def2-TZVPD basis set.

- Total charge: +1
- HOMO energy: -14.34 eV
- LUMO: -3.028 eV
- Strongest force on any atom: 3.6 eV/Å

Cartesian coordinates (Å):
O -2.41 -1.11 0.05
O 0.71 1.08 2.90
O -0.22 -2.63 -0.10
O 1.69 -1.07 -1.30
N -0.18 0.73 0.02
C -0.13 2.09 -0.48
C 0.47 2.22 -1.69
H 1.90 -1.55 -2.12
H -0.44 -3.58 -0.12
H 2.58 -0.93 -0.90
H -2.90 -0.78 0.86
H 0.63 1.33 -2.32
H 0.38 0.07 -0.52
H -1.12 0.38 -0.07
H 0.86 3.13 -2.13
H 0.18 0.67 0.97
H -2.06 -2.01 0.32
H -0.36 2.78 0.28
H 1.01 1.33 3.78
H 0.53 -2.50 -0.69
H -0.08 0.55 3.10

For reference, the Mulliken charges in units of e are: number 1, O, carries -0.697; number 2, O, carries -0.674; number 3, O, carries -0.619; number 4, O, carries -0.713; number 5, N, carries 0.037; number 6, C, carries -0.067; number 7, C, carries -0.614; number 8, H, carries 0.334; number 9, H, carries 0.339; number 10, H, carries 0.308; number 11, H, carries 0.335; number 12, H, carries 0.215; number 13, H, carries 0.113; number 14, H, carries 0.419; number 15, H, carries 0.280; number 16, H, carries 0.314; number 17, H, carries 0.352; number 18, H, carries 0.396; number 19, H, carries 0.322; number 20, H, carries 0.310; number 21, H, carries 0.312